A.
Molecular formula: C12H17N
Method: DFT, ωB97M-V/def2-TZVPD

ORCA input file:
```
! wB97M-V def2-TZVPD RIJCOSX def2/J DEFGRID3
* xyz 1 2
C -1.82 1.20 -1.60
C -0.70 1.53 1.91
C -0.39 1.51 0.55
C -1.64 1.30 -0.12
C -2.63 1.08 0.89
C 0.27 1.48 2.88
C 1.58 1.74 2.48
C 0.93 1.49 0.13
C 1.91 1.65 1.13
N -2.08 1.23 2.08
H -2.62 1.34 2.92
H -0.02 1.21 3.89
H -3.66 0.85 0.67
H 2.34 1.93 3.22
H 1.26 1.43 -0.90
H -2.57 1.97 -1.79
H -2.21 0.24 -1.93
H 2.92 1.87 0.80
H -0.97 1.44 -2.25
C 1.00 -3.00 -1.04
C -0.29 -2.56 -1.68
C 2.08 -1.89 -1.21
H 0.89 -3.35 -0.03
H 1.52 -3.77 -1.64
H -0.42 -1.47 -1.65
H 1.98 -1.50 -2.22
H -1.22 -2.98 -1.31
H -0.25 -2.72 -2.76
H 1.74 -1.08 -0.54
H 3.08 -2.17 -0.89
*
```

## Properties
⟨S²⟩: 0.770
HOMO (alpha / beta) in eV: -12.84 / -13.35

Atomic partial charges in e from the Löwdin method, atoms 1 to 8: C -0.004; C -0.180; C -0.128; C -0.101; C 0.052; C 0.039; C -0.014; C 0.037

B.
Molecular formula: C12H17N
Method: DFT, ωB97M-V/def2-TZVPD

ORCA input file:
```
! wB97M-V def2-TZVPD RIJCOSX def2/J DEFGRID3
* xyz 1 2
C 2.14 -0.20 -0.81
C 2.24 -1.46 -1.75
C 1.89 -0.62 0.66
H 3.05 0.39 -0.89
H 1.31 0.47 -0.93
H 1.72 -2.32 -1.41
H 3.31 -1.73 -1.70
H 0.88 -0.85 0.94
H 2.67 -1.35 0.97
H 1.93 -1.25 -2.76
H 2.35 0.14 1.37
C -1.06 -1.58 2.09
C -1.86 0.71 2.34
C -1.38 -0.32 1.52
C -1.61 1.47 0.22
C -1.16 0.19 0.23
C -1.54 2.41 -0.79
C -0.70 -0.37 -0.97
C -0.88 1.91 -1.94
C -0.58 0.47 -2.08
N -2.30 1.81 1.39
H -2.12 0.78 3.32
H -2.23 2.70 1.78
H -1.82 -2.34 2.43
H -0.37 -1.44 2.99
H -2.18 3.35 -0.66
H -0.51 -1.40 -1.07
H -0.51 2.44 -2.79
H -0.29 0.13 -3.08
H -0.40 -2.15 1.41
*
```

## Properties
⟨S²⟩: 0.783
HOMO (alpha / beta) in eV: -12.95 / -13.00

Atomic partial charges in e from the natural (NBO) method, atoms 1 to 8: C -0.412; C -0.623; C -0.637; H 0.220; H 0.190; H 0.200; H 0.230; H 0.177

Decreasing stability: A, B

A.
Molecular formula: C4H16O3
Method: DFT, ωB97M-V/def2-TZVPD

ORCA input file:
```
! wB97M-V def2-TZVPD RIJCOSX def2/J DEFGRID3
* xyz 0 1
C -0.76 -0.36 1.83
C 0.52 0.29 2.11
C 1.09 1.06 0.87
C 2.06 0.23 0.17
H -1.42 0.24 1.15
H -1.27 -0.30 2.84
H -0.62 -1.26 1.41
H 1.40 -0.41 2.40
H 0.53 1.14 2.88
H 1.52 2.06 1.02
H 0.41 1.13 0.04
H 2.80 0.73 -0.39
H 1.51 -0.49 -0.51
H 2.90 -0.34 0.60
H -3.14 -1.88 -0.83
H -3.28 -0.63 -1.15
O -3.74 -1.15 -0.42
H -1.61 1.06 -2.00
H -1.05 -0.45 -1.83
O -1.74 0.14 -1.64
H 1.19 -0.98 -3.15
H 1.63 0.37 -2.55
O 1.08 -0.18 -2.83
*
```

## Properties
HOMO in eV: -10.28
SMILES: CCCC.O.O.O

Atomic partial charges in e from the natural (NBO) method, atoms 1 to 8: C -0.623; C -0.391; C -0.418; C -0.629; H 0.226; H 0.216; H 0.203; H 0.201

B.
Molecular formula: C4H16O3
Method: DFT, ωB97M-V/def2-TZVPD

ORCA input file:
```
! wB97M-V def2-TZVPD RIJCOSX def2/J DEFGRID3
* xyz 0 1
C 0.72 0.29 -1.71
C 0.16 0.41 -0.27
C 0.95 1.48 0.53
C 0.02 -0.88 0.50
H 0.38 -0.63 -2.20
H 1.78 0.41 -1.97
H 0.34 1.05 -2.42
H -0.82 0.91 -0.47
H 0.28 1.94 1.36
H 1.80 1.02 1.05
H 1.33 2.26 -0.15
H -1.04 -1.18 0.71
H 0.32 -0.76 1.57
H 0.46 -1.74 -0.01
H 4.03 -0.52 1.20
H 5.01 0.46 0.63
O 4.25 -0.08 0.37
H -3.25 -0.81 2.11
H -2.96 0.58 1.50
O -3.30 -0.30 1.29
H -3.27 -0.87 -0.55
H -3.94 -1.48 -1.86
O -3.22 -1.56 -1.22
*
```

## Properties
HOMO in eV: -10.44
SMILES: CC(C)C.O.O.O

Atomic partial charges in e from the natural (NBO) method, atoms 1 to 8: C -0.621; C -0.234; C -0.594; C -0.629; H 0.212; H 0.215; H 0.205; H 0.189

Decreasing stability: B, A

A.
Molecular formula: C22H31AsI2N9O3PSSc
Method: DFT, ωB97M-V/def2-TZVPD

ORCA input file:
```
! wB97M-V def2-TZVPD RIJCOSX def2/J DEFGRID3
* xyz 3 1
Sc -0.05 -0.31 0.52
I -3.83 -1.40 3.75
C -3.89 -1.40 1.67
C -5.14 -1.50 1.01
C -5.23 -1.41 -0.35
I -7.10 -1.59 -1.25
C -4.05 -1.19 -1.13
C -4.02 -1.03 -2.53
C -2.83 -0.77 -3.16
C -1.66 -0.64 -2.40
N -1.64 -0.80 -1.08
C -2.82 -1.09 -0.45
C -2.72 -1.24 0.97
O -1.51 -1.18 1.50
H -6.03 -1.66 1.60
H -4.93 -1.12 -3.10
H -2.78 -0.66 -4.23
H -0.72 -0.40 -2.87
N 0.16 -3.40 -1.12
C 1.28 -3.19 -0.41
N 2.24 -4.10 -0.53
C 3.33 -3.90 0.21
N 4.32 -4.77 0.13
N 3.50 -2.84 1.06
C 2.51 -2.00 1.09
N 1.37 -2.06 0.35
C 2.63 -0.85 2.03
C 3.70 -0.75 2.90
C 3.75 0.34 3.76
C 2.74 1.28 3.72
C 1.71 1.11 2.82
N 1.64 0.06 1.99
H 0.08 -4.29 -1.59
H -0.67 -2.87 -0.94
H 4.22 -5.59 -0.45
H 5.13 -4.67 0.72
H 4.46 -1.51 2.89
H 4.57 0.44 4.46
H 2.74 2.14 4.38
H 0.89 1.82 2.75
N -1.25 3.95 -1.07
C -1.58 4.05 0.40
P -2.16 2.36 0.83
O -3.16 2.01 -0.22
O -0.89 1.55 1.02
C -3.09 2.40 2.43
N -4.46 1.83 2.17
H -0.41 3.35 -1.23
H -1.07 4.86 -1.49
H -2.04 3.50 -1.55
H -2.36 4.79 0.51
H -0.69 4.36 0.94
H -3.18 3.40 2.84
H -2.59 1.77 3.16
H -5.21 2.45 2.49
H -4.56 0.93 2.66
H -4.56 1.67 1.15
C 3.38 2.05 -3.59
As 2.97 0.80 -2.20
C 4.36 0.88 -0.88
C 2.97 -0.96 -2.96
S 1.06 1.30 -1.36
H 4.35 1.80 -4.02
H 3.42 3.06 -3.16
H 2.61 2.00 -4.35
H 5.32 0.68 -1.36
H 4.17 0.13 -0.11
H 4.37 1.87 -0.43
H 3.94 -1.15 -3.40
H 2.20 -1.01 -3.73
H 2.77 -1.69 -2.18
*
```

## Properties
HOMO in eV: -14.84

Atomic partial charges in e from the Löwdin method, atoms 1 to 8: Sc 0.859; I 1.088; C -0.644; C -0.215; C -0.666; I 1.033; C -0.195; C 0.009

B.
Molecular formula: C22H31AsI2N9O3PSSc
Method: DFT, ωB97M-V/def2-TZVPD

ORCA input file:
```
! wB97M-V def2-TZVPD RIJCOSX def2/J DEFGRID3
* xyz 3 1
Sc 0.79 -0.14 0.02
I 2.21 -1.13 4.77
C 0.84 -2.23 3.58
C 0.24 -3.40 4.05
C -0.70 -4.05 3.29
I -1.72 -5.70 4.14
C -0.98 -3.62 1.97
C -1.88 -4.25 1.08
C -2.00 -3.79 -0.21
C -1.23 -2.70 -0.62
N -0.41 -2.03 0.18
C -0.30 -2.47 1.47
C 0.56 -1.70 2.32
O 1.04 -0.55 1.91
H 0.50 -3.77 5.03
H -2.46 -5.09 1.43
H -2.66 -4.28 -0.90
H -1.27 -2.35 -1.65
N 3.25 -2.43 1.26
C 3.72 -1.25 0.85
N 4.89 -0.85 1.33
C 5.37 0.31 0.89
N 6.52 0.76 1.36
N 4.74 1.04 -0.07
C 3.59 0.60 -0.48
N 2.97 -0.52 -0.03
C 2.92 1.32 -1.58
C 3.62 2.26 -2.33
C 3.00 2.86 -3.41
C 1.70 2.49 -3.72
C 1.07 1.55 -2.92
N 1.64 0.97 -1.86
H 3.87 -3.00 1.82
H 2.49 -2.87 0.77
H 7.03 0.21 2.03
H 6.91 1.61 0.98
H 4.64 2.49 -2.06
H 3.51 3.60 -4.00
H 1.19 2.93 -4.56
H 0.05 1.23 -3.13
N -1.44 3.53 -0.29
C -1.80 3.21 1.11
P -0.72 1.76 1.61
O -1.47 0.47 1.67
O 0.42 1.82 0.62
C -0.16 2.10 3.37
N -0.54 0.91 4.16
H -0.41 3.54 -0.35
H -1.83 4.43 -0.60
H -1.77 2.72 -0.91
H -2.85 2.93 1.18
H -1.62 4.08 1.75
H -0.63 2.99 3.77
H 0.92 2.25 3.37
H -1.17 1.12 4.94
H 0.30 0.40 4.52
H -1.04 0.29 3.47
C -3.29 -1.76 -3.42
As -3.42 0.12 -2.93
C -5.21 0.41 -2.22
C -3.28 1.08 -4.61
S -1.94 0.74 -1.50
H -3.95 -1.91 -4.29
H -3.62 -2.40 -2.61
H -2.27 -2.01 -3.71
H -5.89 -0.27 -2.74
H -5.54 1.43 -2.40
H -5.25 0.20 -1.15
H -4.17 0.85 -5.20
H -2.39 0.75 -5.15
H -3.22 2.16 -4.45
*
```

## Properties
HOMO in eV: -14.83

Atomic partial charges in e from the Löwdin method, atoms 1 to 8: Sc 1.049; I 1.088; C -0.577; C -0.192; C -0.629; I 1.011; C -0.184; C 0.011

Decreasing stability: A, B